13
Properties=species:S:1:pos:R:3:mulliken_charge:R:1 method="wB97M-V/def2-TZVPD" smiles=CC#[N+][O-].CS
C 0.87143 -1.07253 -1.58215 -0.934
C 1.19654 -0.27504 -0.37688 0.102
N 1.97459 -0.21896 0.46506 0.602
O 2.42016 0.12018 1.48416 -0.705
H 1.53079 -0.82378 -2.41479 0.255
H 0.92750 -2.02139 -1.06395 0.291
H -0.19916 -0.95976 -1.85590 0.331
C 0.50570 2.36558 -0.27664 -0.656
S -0.80858 1.14759 -0.33986 -0.245
H 1.33499 1.71385 -0.64709 0.226
H 0.57675 2.41791 0.76394 0.287
H 0.37822 3.23500 -0.85620 0.349
H -1.66750 1.46951 0.48673 0.098



35
Properties=species:S:1:pos:R:3:mulliken_charge:R:1 method="wB97M-V/def2-TZVPD" charge=+1
N -0.62317 0.33771 0.14340 0.066
H -0.99417 1.12471 0.62040 0.386
H -0.04617 -0.08329 0.74840 0.112
H -0.02917 0.85771 -0.54560 0.254
H -1.40817 -0.18329 -0.15860 0.236
O 2.60883 2.07671 -0.46760 -0.688
H 2.88683 3.02071 -0.54460 0.320
H 3.46683 1.68671 -0.23660 0.331
O -1.29817 -1.21529 2.57140 -0.638
H -1.25917 -1.76029 3.45340 0.332
H -0.48117 -1.61129 2.14740 0.227
O 1.69083 -0.87829 -2.16560 -0.550
H 1.51883 -1.61529 -2.76760 0.294
H 1.72683 -0.08829 -2.57760 0.243
O 2.06083 -0.38929 3.01540 -0.544
H 1.57783 -1.01129 3.37840 0.260
H 2.05783 -0.79429 2.17140 0.319
O -3.59817 -0.69929 0.76640 -0.629
H -2.88717 -1.11129 1.25840 0.334
H -3.98417 -0.08029 1.39840 0.329
O 0.76383 2.60871 1.40340 -0.590
H 1.45983 2.37871 0.89440 0.345
H 1.11483 2.45371 2.24840 0.320
O -1.74817 2.90271 -1.10060 -0.570
H -1.39617 2.76271 -1.91560 0.266
H -1.50417 3.76371 -0.87560 0.306
O -1.02017 -2.28229 -1.65060 -0.498
H -0.22217 -2.60329 -1.41760 0.235
H -1.48417 -2.90529 -2.09660 0.237
O -1.24017 0.11371 -2.90460 -0.603
H -0.90817 -0.78129 -2.68160 0.324
H -0.59117 0.49071 -3.64660 0.339
O 1.26083 -1.90129 0.78940 -0.697
H 0.77083 -2.80729 0.82140 0.343
H 1.75783 -1.77729 -0.07660 0.250



What did we get for relative energy (zero: lowest compared OMol25 entry of this formula, charge and spin)? Answer: 125.8; 73.8 kcal/mol, in the order shown.
What did we get for orbital gap? Answer: 8.982; 10.847 eV, in the order shown.